22
Properties=species:S:1:pos:R:3:forces:R:3 method="wB97M-V/def2-TZVPD" spin_multiplicity=1 e_above_lowest_kcal_mol=65.9 fmax_ev_per_a=5.69 homo_lumo_gap_ev=9.76 smiles="C=NC(=O)CC(C)(C)C" total_charge=0
C 0.19844 -0.62636 -0.55618 -1.4 -3.0 -0.1
C -0.98809 -0.31357 0.86470 3.0 0.2 -2.3
C 1.15210 -1.69895 -0.02298 -0.1 0.1 0.1
C -0.78374 -1.26269 -1.54637 0.1 -0.1 0.1
C 1.01436 0.41142 -1.32890 -0.4 0.8 1.0
C -0.00450 0.71586 1.16119 -2.4 3.7 3.6
C -0.86206 2.87427 1.86964 0.2 -0.5 0.6
N -0.75497 2.05348 0.93397 1.7 -1.5 -1.7
O 1.06976 0.69384 1.73685 -1.0 -0.3 -1.1
H -1.90047 0.00128 0.36859 0.2 0.2 0.4
H -1.09905 -1.06287 1.64774 0.5 -0.5 -0.7
H 1.86052 -1.27129 0.68140 0.0 0.0 0.1
H 0.60917 -2.51308 0.45588 0.0 0.0 0.1
H 1.72341 -2.14050 -0.84070 0.0 0.1 -0.2
H -1.50905 -0.51775 -1.87172 -0.1 -0.1 -0.2
H -1.31056 -2.11219 -1.11276 -0.1 0.1 0.2
H -0.25177 -1.65755 -2.41273 0.1 0.2 -0.2
H 1.77647 0.86209 -0.69752 0.0 0.2 0.1
H 1.55750 -0.06677 -2.14509 -0.3 -0.3 0.0
H 0.37210 1.19177 -1.73286 0.1 0.1 -0.1
H -1.38114 3.81084 1.67800 0.0 0.0 0.2
H -0.48842 2.62871 2.86985 0.1 0.4 0.1



23
Properties=species:S:1:pos:R:3:forces:R:3 method="wB97M-V/def2-TZVPD" spin_multiplicity=1 e_above_lowest_kcal_mol=81.6 fmax_ev_per_a=2.56 homo_lumo_gap_ev=9.63 smiles=C#CC(C)(C)[C@](N)(O)OC total_charge=0
C -0.62765 -2.38151 0.34255 0.1 0.2 -0.1
C -0.92515 -0.13313 -0.49339 2.4 0.6 0.6
N -1.26458 0.48341 -1.71613 -0.1 0.3 -0.1
O -0.65712 -1.48303 -0.75610 -0.1 -0.1 -0.1
O -1.87076 0.07884 0.45010 -0.1 0.2 1.4
H -2.24966 0.70282 -1.76329 0.0 -0.1 -0.1
H -0.94246 -0.04717 -2.51263 -0.2 -0.1 0.1
H -1.58044 -2.37204 0.87748 0.1 0.0 0.0
H 0.18657 -2.14115 1.02983 -0.1 -0.1 0.0
H -0.46110 -3.36473 -0.09153 0.0 0.0 0.1
C 0.54959 2.13004 -0.27167 0.0 -0.1 0.0
C 1.79655 -0.03317 -0.65238 -0.1 -0.1 0.2
C 0.63519 0.64289 0.06528 -1.3 -0.7 -1.5
C 0.16002 0.26108 2.58595 1.4 0.2 -0.4
C 0.62091 0.43552 1.46853 -1.1 -0.2 1.4
H 1.87868 -1.08596 -0.38867 0.0 0.0 0.0
H 1.64774 0.03065 -1.72737 0.1 0.1 -0.1
H 1.44974 2.64867 0.06078 0.0 0.0 0.0
H -0.31495 2.58298 0.21141 0.0 0.0 0.0
H 0.43997 2.25599 -1.34707 0.0 0.0 0.0
H 2.73695 0.45351 -0.38630 0.0 0.0 -0.1
H -1.43877 0.14819 1.37264 -0.5 -0.1 -1.6
H 0.23072 0.18731 3.64198 -0.4 -0.1 0.3



22
Properties=species:S:1:pos:R:3:forces:R:3 method="wB97M-V/def2-TZVPD" spin_multiplicity=1 e_above_lowest_kcal_mol=0.0 fmax_ev_per_a=0.85 homo_lumo_gap_ev=8.20 total_charge=-1
C 0.39938 -1.29031 1.11500 0.0 -0.1 0.1
C 0.92620 0.14521 1.17017 0.5 0.0 -0.1
C -0.49885 -1.49783 -0.10624 0.0 -0.3 -0.4
C -0.22562 1.15244 1.15961 0.1 0.2 0.0
C -1.65068 -0.49061 -0.11680 -0.2 -0.1 0.1
C -1.12385 0.94491 -0.06163 -0.1 0.2 -0.4
H -0.18915 -1.49131 2.03080 0.2 0.0 -0.1
H 1.24365 -2.00598 1.09365 -0.3 0.3 0.0
H 1.56777 0.32551 0.28624 -0.4 0.0 0.4
H 1.54986 0.28829 2.07352 -0.2 0.0 -0.2
H -0.89559 -2.53123 -0.11685 0.1 0.3 0.1
H 0.10586 -1.36003 -1.02318 -0.3 0.0 0.5
H 0.17113 2.18583 1.17019 -0.2 -0.4 0.0
H -0.83033 1.01468 2.07657 0.1 0.1 -0.1
H -2.29227 -0.67091 0.76710 0.0 0.0 -0.2
H -2.27430 -0.63367 -1.02017 0.2 0.0 0.4
H -1.96811 1.66060 -0.04031 0.2 -0.2 0.0
H -0.53530 1.14589 -0.97742 -0.2 0.0 0.6
O 1.48360 1.75410 -1.57939 0.2 -0.6 -0.5
O 1.49738 -0.45982 -2.13908 0.2 0.8 -0.1
C 1.62665 0.77400 -2.35770 0.0 0.0 0.4
H 1.91250 1.04033 -3.40415 0.0 0.1 -0.2



25
Properties=species:S:1:pos:R:3:forces:R:3 method="wB97M-V/def2-TZVPD" spin_multiplicity=1 e_above_lowest_kcal_mol=62.2 fmax_ev_per_a=4.25 homo_lumo_gap_ev=8.81 smiles="CO[PH](=O)OC.OC1=CC=CC1" total_charge=0
C 0.80606 0.99073 -3.47461 -0.7 -0.2 1.7
C 0.18601 -0.21482 -2.82661 1.5 0.4 0.9
C 1.67398 1.58357 -2.60668 -0.5 -0.8 -2.0
C 1.78067 0.76507 -1.41021 0.5 0.3 3.0
C 0.87140 -0.40387 -1.66096 -0.3 0.6 -1.5
C 0.97242 -0.79395 2.30970 2.9 -2.7 -1.6
C -2.81518 0.36095 2.71486 1.0 1.2 -2.0
O -1.52471 -1.86608 0.67302 0.3 -1.8 -0.3
O 0.77238 -1.31889 -0.69926 0.0 -1.5 1.3
O -0.09130 -0.00875 1.81444 -0.3 0.1 0.6
O -2.43346 0.42454 1.25631 -1.5 0.4 1.7
P -1.22034 -0.45416 0.75720 -0.6 2.4 0.5
H 0.45229 1.36882 -4.41234 0.3 0.1 -0.4
H -0.60142 -0.86813 -3.16551 0.0 0.1 -0.3
H 2.39971 2.30277 -2.90998 0.1 0.8 0.1
H -1.16321 0.39906 -0.36380 0.8 -0.8 -0.1
H 2.78902 0.66219 -0.94500 -0.1 -0.9 -1.2
H 1.47077 1.29772 -0.44670 -0.8 -0.3 -1.2
H 1.60249 -1.02835 1.33842 -0.6 0.4 2.3
H 0.75116 -1.86204 2.70777 -0.5 1.9 -0.6
H 1.65795 -0.33401 3.10492 -1.5 0.1 -1.3
H -3.89836 0.44371 2.88256 0.5 -0.3 -0.5
H -2.31206 1.26844 3.08188 -0.2 -0.6 0.5
H -2.35941 -0.55779 3.02338 -0.2 -0.3 1.0
H 0.23313 -2.15672 -0.74278 0.3 1.6 -0.7